14 unconnected molecules or ions with the total composition C42H98N14O14 in a non-equilibrium geometry. Source: the OMol25 dataset; level of theory: wB97M-V/def2-TZVPD.

Each atom is followed by the atoms it is bonded to, with distances in Å.
Positions of all 168 atoms, in Å:
1 C 1.52466 5.11451 11.62100  C2 1.543, H6 1.090, H7 1.090, H8 1.090
2 C 2.13698 3.81906 11.04814  C1 1.543, O3 1.222, N4 1.372
3 O 2.95832 3.21575 11.72174  C2 1.222
4 N 1.70160 3.54848 9.77541  C2 1.372, C5 1.481, H9 1.010
5 C 2.14043 2.41345 8.93101  N4 1.481, H10 1.090, H11 1.090, H12 1.090
6 H 0.45994 5.23512 11.42122  C1 1.090
7 H 2.02139 6.02444 11.28427  C1 1.090
8 H 1.51064 5.07615 12.71024  C1 1.090
9 H 0.99866 4.13202 9.34476  N4 1.010
10 H 1.28709 2.07514 8.34325  C5 1.090
11 H 2.51541 1.54019 9.46479  C5 1.090
12 H 3.00671 2.72274 8.34620  C5 1.090
13 C 10.34661 -1.76536 1.33228  C14 1.525, H18 1.090, H19 1.090, H20 1.090
14 C 11.21115 -2.64512 2.22828  C13 1.525, O15 1.278, N16 1.361
15 O 11.63430 -2.11534 3.31113  C14 1.278
16 N 11.63367 -3.87407 1.82325  C14 1.361, C17 1.473, H21 1.010
17 C 12.32842 -4.96187 2.53286  N16 1.473, H22 1.090, H23 1.090, H24 1.090
18 H 10.74542 -0.78436 1.59054  C13 1.090
19 H 9.29073 -1.87846 1.57807  C13 1.090
20 H 10.57042 -1.90559 0.27476  C13 1.090
21 H 11.04897 -4.11753 1.03652  N16 1.010
22 H 12.31792 -4.81524 3.61291  C17 1.090
23 H 13.37652 -5.07350 2.25512  C17 1.090
24 H 11.82437 -5.92665 2.47620  C17 1.090
25 C 7.59083 1.12345 -7.83000  C26 1.564, H30 1.090, H31 1.090, H32 1.090
26 C 7.80187 0.02430 -6.73728  C25 1.564, O27 1.242, N28 1.343
27 O 8.11550 0.44555 -5.61165  C26 1.242
28 N 7.64851 -1.22158 -7.21577  C26 1.343, C29 1.454, H33 1.010
29 C 8.08068 -2.41881 -6.51344  N28 1.454, H34 1.090, H35 1.090, H36 1.090
30 H 6.53924 1.23326 -8.09499  C25 1.090
31 H 8.13118 0.77128 -8.70869  C25 1.090
32 H 8.01584 2.08261 -7.53422  C25 1.090
33 H 7.49090 -1.41282 -8.19489  N28 1.010
34 H 8.92019 -2.15598 -5.86982  C29 1.090
35 H 8.22619 -3.16559 -7.29398  C29 1.090
36 H 7.33554 -2.82714 -5.83070  C29 1.090
37 C 0.93389 -6.96136 -1.57859  C38 1.548, H42 1.090, H43 1.090, H44 1.090
38 C 1.66503 -8.12341 -2.29380  C37 1.548, O39 1.243, N40 1.332
39 O 1.14371 -8.84118 -3.16440  C38 1.243
40 N 2.90489 -8.23556 -1.82022  C38 1.332, C41 1.417, H45 1.010
41 C 3.81336 -9.21498 -2.29325  N40 1.417, H46 1.090, H47 1.090, H48 1.090
42 H -0.05871 -6.68059 -1.93074  C37 1.090
43 H 1.43043 -6.02654 -1.83871  C37 1.090
44 H 0.96586 -7.13191 -0.50249  C37 1.090
45 H 3.38039 -7.51295 -1.29885  N40 1.010
46 H 4.55674 -8.78890 -2.96700  C41 1.090
47 H 3.51194 -10.21087 -2.61800  C41 1.090
48 H 4.38192 -9.49771 -1.40730  C41 1.090
49 C 3.50458 -8.27676 -8.53758  C50 1.473, H54 1.090, H55 1.090, H56 1.090
50 C 3.28240 -6.82037 -8.53635  C49 1.473, O51 1.204, N52 1.308
51 O 4.06007 -6.12398 -9.13663  C50 1.204
52 N 2.37853 -6.32719 -7.73036  C50 1.308, C53 1.508, H57 1.010
53 C 2.26048 -4.83730 -7.52816  N52 1.508, H58 1.090, H59 1.090, H60 1.090
54 H 2.73322 -8.82377 -9.07969  C49 1.090
55 H 3.72715 -8.54866 -7.50577  C49 1.090
56 H 4.43066 -8.59674 -9.01515  C49 1.090
57 H 1.88220 -6.85346 -7.02550  N52 1.010
58 H 3.07490 -4.32968 -7.01131  C53 1.090
59 H 1.42440 -4.58298 -6.87673  C53 1.090
60 H 2.03346 -4.25467 -8.42097  C53 1.090
61 C -3.51364 5.74641 5.65826  C62 1.555, H66 1.090, H67 1.090, H68 1.090
62 C -3.30218 6.93927 6.63385  C61 1.555, O63 1.207, N64 1.322
63 O -3.12010 6.73288 7.80875  C62 1.207
64 N -3.22372 8.11564 6.03684  C62 1.322, C65 1.465, H69 1.010
65 C -3.26588 9.38121 6.77293  N64 1.465, H70 1.090, H71 1.090, H72 1.090
66 H -3.25303 6.17966 4.69263  C61 1.090
67 H -4.42307 5.16767 5.81982  C61 1.090
68 H -2.63650 5.15628 5.92374  C61 1.090
69 H -3.28921 8.17074 5.03048  N64 1.010
70 H -3.19449 9.41315 7.86013  C65 1.090
71 H -4.21609 9.84030 6.50010  C65 1.090
72 H -2.42165 9.96505 6.40621  C65 1.090
73 C -7.00392 -7.65353 0.93822  C74 1.544, H78 1.090, H79 1.090, H80 1.090
74 C -8.53986 -7.54577 0.83014  C73 1.544, O75 1.250, N76 1.327
75 O -8.97880 -6.51730 0.27192  C74 1.250
76 N -9.29586 -8.55703 1.23784  C74 1.327, C77 1.431, H81 1.010
77 C -10.72646 -8.53287 1.19915  N76 1.431, H82 1.090, H83 1.090, H84 1.090
78 H -6.48939 -6.81467 1.40690  C73 1.090
79 H -6.60940 -7.87941 -0.05246  C73 1.090
80 H -6.85495 -8.61863 1.42247  C73 1.090
81 H -8.84098 -9.40539 1.54356  N76 1.010
82 H -10.97342 -8.38583 2.25057  C77 1.090
83 H -11.04232 -9.47936 0.76041  C77 1.090
84 H -10.97713 -7.74383 0.49015  C77 1.090
85 C 2.42858 7.24004 -7.48691  C86 1.548, H90 1.090, H91 1.090, H92 1.090
86 C 1.39740 7.67523 -8.55689  C85 1.548, O87 1.210, N88 1.363
87 O 0.20509 7.50193 -8.44509  C86 1.210
88 N 1.86323 8.36248 -9.63775  C86 1.363, C89 1.447, H93 1.010
89 C 1.01237 8.70640 -10.75596  N88 1.447, H94 1.090, H95 1.090, H96 1.090
90 H 1.96431 6.56268 -6.77016  C85 1.090
91 H 2.74899 8.09417 -6.89034  C85 1.090
92 H 3.25190 6.74613 -8.00296  C85 1.090
93 H 2.74106 8.84270 -9.50032  N88 1.010
94 H 0.47664 7.90489 -11.26456  C89 1.090
95 H 1.45193 9.04200 -11.69525  C89 1.090
96 H 0.33991 9.51498 -10.46942  C89 1.090
97 C -12.71012 6.02494 -4.00722  C98 1.524, H102 1.090, H103 1.090, H104 1.090
98 C -12.26428 4.88162 -3.10296  C97 1.524, O99 1.275, N100 1.323
99 O -12.57305 3.67087 -3.35847  C98 1.275
100 N -11.41092 5.11374 -2.11832  C98 1.323, C101 1.481, H105 1.010
101 C -10.76040 4.13926 -1.21317  N100 1.481, H106 1.090, H107 1.090, H108 1.090
102 H -13.30216 5.58397 -4.80916  C97 1.090
103 H -11.81739 6.57734 -4.30046  C97 1.090
104 H -13.36849 6.72445 -3.49207  C97 1.090
105 H -11.28766 6.07647 -1.83892  N100 1.010
106 H -10.94306 4.42285 -0.17668  C101 1.090
107 H -9.70137 3.94268 -1.38021  C101 1.090
108 H -11.27717 3.18027 -1.17564  C101 1.090
109 C -4.13897 10.04378 -2.25716  C110 1.553, H114 1.090, H115 1.090, H116 1.090
110 C -2.99945 9.52561 -1.33746  C109 1.553, O111 1.208, N112 1.369
111 O -3.10018 9.75136 -0.15466  C110 1.208
112 N -2.23784 8.55743 -1.93522  C110 1.369, C113 1.424, H117 1.010
113 C -1.21381 7.79768 -1.30234  N112 1.424, H118 1.090, H119 1.090, H120 1.090
114 H -3.74390 10.10119 -3.27141  C109 1.090
115 H -4.22070 11.07066 -1.90089  C109 1.090
116 H -5.02479 9.40992 -2.21654  C109 1.090
117 H -2.28790 8.62916 -2.94143  N112 1.010
118 H -1.26386 7.88159 -0.21673  C113 1.090
119 H -0.19911 8.11199 -1.54669  C113 1.090
120 H -1.21281 6.80268 -1.74738  C113 1.090
121 C -1.61693 0.13885 0.82038  C122 1.526, H126 1.090, H127 1.090, H128 1.090
122 C -0.12382 0.29661 0.54945  C121 1.526, O123 1.220, N124 1.294
123 O 0.53368 0.89744 1.38298  C122 1.220
124 N 0.52096 0.01089 -0.53553  C122 1.294, C125 1.481, H129 1.010
125 C 1.89966 0.27743 -1.00709  N124 1.481, H130 1.090, H131 1.090, H132 1.090
126 H -2.28815 0.83867 0.32256  C121 1.090
127 H -1.77060 0.35432 1.87777  C121 1.090
128 H -1.97878 -0.85345 0.55111  C121 1.090
129 H -0.13473 -0.21404 -1.27009  N124 1.010
130 H 2.36509 -0.50941 -1.60067  C125 1.090
131 H 2.49291 0.39260 -0.09996  C125 1.090
132 H 2.03176 1.18946 -1.58921  C125 1.090
133 C -4.16973 1.65773 -4.89827  C134 1.552, H138 1.090, H139 1.090, H140 1.090
134 C -4.76919 0.29949 -4.44441  C133 1.552, O135 1.239, N136 1.341
135 O -3.96213 -0.59134 -4.14557  C134 1.239
136 N -6.10877 0.23177 -4.42367  C134 1.341, C137 1.388, H141 1.010
137 C -6.84040 -0.90805 -4.12172  N136 1.388, H142 1.090, H143 1.090, H144 1.090
138 H -3.97302 2.34810 -4.07804  C133 1.090
139 H -4.75574 2.19135 -5.64656  C133 1.090
140 H -3.25524 1.50867 -5.47239  C133 1.090
141 H -6.64707 1.01544 -4.76454  N136 1.010
142 H -6.26071 -1.65612 -3.58093  C137 1.090
143 H -7.29340 -1.34397 -5.01214  C137 1.090
144 H -7.65046 -0.62102 -3.45127  C137 1.090
145 C 5.19884 -4.29253 4.03470  C146 1.533, H150 1.090, H151 1.090, H152 1.090
146 C 5.88120 -5.52157 3.42350  C145 1.533, O147 1.210, N148 1.319
147 O 6.00804 -5.55481 2.22109  C146 1.210
148 N 6.34294 -6.47033 4.21503  C146 1.319, C149 1.450, H153 1.010
149 C 6.87963 -7.70323 3.67280  N148 1.450, H154 1.090, H155 1.090, H156 1.090
150 H 5.50356 -4.13537 5.06938  C145 1.090
151 H 4.12868 -4.47789 3.94247  C145 1.090
152 H 5.52956 -3.32887 3.64730  C145 1.090
153 H 6.18959 -6.40416 5.21113  N148 1.010
154 H 7.73934 -8.00238 4.27237  C149 1.090
155 H 7.30791 -7.62491 2.67353  C149 1.090
156 H 6.18503 -8.54294 3.64965  C149 1.090
157 C -3.23582 -0.30194 11.18692  C158 1.522, H162 1.090, H163 1.090, H164 1.090
158 C -2.19717 -1.21336 10.55011  C157 1.522, O159 1.191, N160 1.363
159 O -2.23880 -1.31196 9.36346  C158 1.191
160 N -1.41303 -1.95680 11.38020  C158 1.363, C161 1.477, H165 1.010
161 C -1.31390 -1.83397 12.84887  N160 1.477, H166 1.090, H167 1.090, H168 1.090
162 H -3.70890 -0.79467 12.03634  C157 1.090
163 H -4.00128 -0.24965 10.41269  C157 1.090
164 H -2.81624 0.67668 11.42009  C157 1.090
165 H -0.67323 -2.51453 10.97805  N160 1.010
166 H -1.48434 -0.79095 13.11569  C161 1.090
167 H -0.39424 -2.12113 13.35864  C161 1.090
168 H -2.20089 -2.30088 13.27704  C161 1.090

Calculated values
Energy above the lowest of the compared OMol25 structures with the same formula, charge and spin (eV): 8.794
Multiplicity: 1
LUMO (eV): 0.21
Frontier orbital gap (eV): 9.3
Charge: 0